95
Properties=species:S:1:pos:R:3:lowdin_charge:R:1 method="wB97M-V/def2-TZVPD" orbital_gap_ha=0.3323 mol_weight_g_mol=586.619 lumo_ha=-0.0193 multiplicity=1 e_tot_ha=-2224.1529
O 1.214 -0.355 -3.703 -0.014
H 1.576 0.472 -3.966 0.020
H 0.872 -0.175 -2.861 -0.046
O -0.592 -2.642 -3.498 -0.008
H -0.584 -2.896 -2.605 -0.057
H 0.048 -1.955 -3.480 -0.017
O -1.091 1.470 -3.444 -0.027
H -0.527 2.190 -3.681 -0.028
H -1.917 1.802 -3.835 0.070
O -2.681 -1.196 -1.841 -0.031
H -2.164 -1.423 -1.078 -0.004
H -3.089 -0.325 -1.726 0.079
O -3.008 -1.591 -4.475 -0.054
H -3.932 -1.852 -4.512 0.027
H -2.826 -1.530 -3.561 -0.064
C 0.908 4.014 -3.802 -0.229
C 1.502 3.106 -2.727 -0.293
O 2.849 2.896 -2.755 -0.030
O 0.708 3.353 -5.025 -0.065
H 1.574 4.885 -3.831 0.128
H -0.074 4.333 -3.533 0.112
H 1.090 2.096 -2.724 0.088
H 1.181 3.515 -1.773 0.120
H 3.191 2.357 -2.054 0.053
H 1.469 2.727 -5.165 0.123
C 1.005 -4.807 -0.143 -0.223
C 0.715 -3.270 -0.399 -0.148
O -0.636 -3.177 -0.947 -0.139
O 2.290 -4.928 0.448 -0.081
H 1.095 -5.278 -1.103 0.115
H 0.238 -5.418 0.385 0.131
H 1.413 -2.924 -1.138 0.093
H 0.661 -2.516 0.488 0.143
H -1.173 -3.919 -0.548 0.133
H 2.826 -4.777 -0.367 0.105
C 3.637 -1.188 -1.765 -0.204
C 5.025 -1.623 -1.267 -0.255
O 5.373 -0.750 -0.245 -0.108
O 3.602 0.259 -1.762 -0.085
H 2.950 -1.530 -1.002 0.073
H 3.373 -1.569 -2.752 0.118
H 5.760 -1.521 -2.104 0.130
H 5.235 -2.667 -0.873 0.130
H 4.725 -0.869 0.516 0.083
H 4.435 0.483 -1.341 0.067
C -2.579 3.723 1.444 -0.248
C -1.783 4.373 0.322 -0.215
O -2.419 3.937 -0.880 -0.074
O -3.970 4.165 1.568 -0.067
H -2.034 3.888 2.377 0.101
H -2.518 2.632 1.451 0.090
H -0.689 4.005 0.357 0.134
H -1.854 5.456 0.484 0.126
H -2.330 2.990 -0.953 0.048
H -4.394 3.506 2.154 0.084
C -3.901 -1.243 1.672 -0.189
C -4.649 -0.174 0.770 -0.222
O -5.940 0.042 1.285 -0.035
O -2.664 -1.433 0.997 -0.080
H -4.502 -2.164 1.690 0.122
H -3.834 -0.934 2.764 0.122
H -4.769 -0.618 -0.199 0.101
H -4.047 0.709 0.654 0.105
H -6.093 0.968 1.228 0.069
H -2.270 -2.202 1.336 0.063
C 3.384 -1.215 2.779 -0.270
C 2.430 -2.120 3.551 -0.224
O 2.294 -1.720 4.922 -0.101
O 3.549 -1.651 1.536 -0.047
H 4.312 -1.187 3.389 0.143
H 2.961 -0.175 2.634 0.153
H 2.727 -3.129 3.821 0.129
H 1.428 -2.021 3.053 0.115
H 1.638 -2.277 5.405 0.110
H 3.790 -2.555 1.545 0.097
C -1.300 1.702 4.596 -0.214
C -1.330 0.383 3.785 -0.276
O -0.094 0.040 3.354 -0.074
O -2.579 1.905 5.183 -0.061
H -0.861 2.551 4.047 0.124
H -0.609 1.456 5.458 0.133
H -1.832 0.575 2.787 0.120
H -1.861 -0.461 4.249 0.129
H 0.427 -0.383 4.032 0.078
H -2.683 1.213 5.829 0.077
C 1.098 0.931 0.412 -0.238
C -0.216 0.500 -0.319 -0.194
O -0.063 -0.336 -1.423 -0.067
O 0.901 1.784 1.466 -0.044
H 1.917 1.470 -0.116 0.126
H 1.483 -0.017 0.669 0.081
H -0.746 1.390 -0.655 0.101
H -0.848 0.145 0.416 0.074
H -0.777 -0.958 -1.502 0.027
H 0.500 1.281 2.167 0.025


76
Properties=species:S:1:pos:R:3:lowdin_charge:R:1 method="wB97M-V/def2-TZVPD" orbital_gap_ha=0.1852 mol_weight_g_mol=941.677 lumo_ha=-0.4709 total_charge=+4 multiplicity=1 e_tot_ha=-3318.8009
Ta 0.534 0.302 1.686 1.351
S -1.073 -0.649 0.090 0.852
C -2.052 0.591 -0.602 -0.538
N -3.182 0.314 -1.158 -0.030
C -4.022 1.406 -1.687 -0.048
C -3.163 2.500 -2.261 -0.048
N -2.119 2.900 -1.292 -0.018
C -1.646 4.322 -1.404 -0.063
C -0.941 4.515 -2.718 -0.234
C -1.645 4.982 -3.825 -0.034
C -0.997 5.153 -5.039 -0.030
C 0.357 4.863 -5.147 -0.032
C 1.066 4.412 -4.040 -0.052
C 0.420 4.237 -2.827 -0.045
C -1.582 2.005 -0.534 -0.545
S -0.314 2.366 0.583 0.728
C -3.710 -1.081 -1.261 -0.071
C -2.965 -1.867 -2.312 -0.253
C -2.398 -3.091 -1.981 -0.058
C -1.780 -3.856 -2.961 -0.045
C -1.715 -3.391 -4.267 -0.038
C -2.277 -2.164 -4.600 -0.042
C -2.907 -1.407 -3.626 -0.036
H -4.666 1.758 -0.876 0.166
H -4.658 0.996 -2.468 0.150
H -3.773 3.375 -2.474 0.152
H -2.665 2.199 -3.184 0.160
H -1.012 4.526 -0.547 0.092
H -2.540 4.940 -1.332 0.150
H -2.691 5.257 -3.736 0.123
H -1.540 5.534 -5.893 0.127
H 0.865 5.012 -6.090 0.126
H 2.128 4.224 -4.123 0.115
H 0.980 3.922 -1.952 0.095
H -4.769 -0.979 -1.495 0.150
H -3.621 -1.540 -0.276 0.124
H -2.466 -3.464 -0.965 0.115
H -1.365 -4.822 -2.709 0.119
H -1.246 -3.993 -5.033 0.124
H -2.251 -1.816 -5.624 0.122
H -3.388 -0.476 -3.912 0.110
N 1.966 -6.714 5.822 0.230
C 1.757 -5.588 5.169 -0.234
C 0.463 -5.294 4.631 0.028
C 0.241 -4.141 3.958 -0.021
C 1.308 -3.206 3.812 -0.349
C 2.608 -3.486 4.328 -0.026
C 2.819 -4.645 4.992 0.026
S 1.079 -1.856 2.922 0.728
O -0.310 -1.258 2.949 -0.504
O 1.956 -0.676 3.230 -0.368
N 1.124 -1.764 1.269 -0.231
C 2.299 -1.406 0.609 -0.472
N 3.281 -2.188 0.265 0.207
C 4.249 -1.602 -0.446 0.002
C 4.223 -0.246 -0.799 0.031
C 3.174 0.515 -0.348 -0.034
N 2.202 -0.083 0.373 -0.038
H 1.230 -7.391 5.961 0.149
H 2.869 -6.942 6.210 0.149
H -0.343 -6.003 4.772 0.140
H -0.739 -3.922 3.555 0.132
H 3.415 -2.775 4.203 0.130
H 3.796 -4.866 5.402 0.139
H 5.075 -2.237 -0.746 0.146
H 5.014 0.186 -1.395 0.137
H 3.075 1.574 -0.545 0.134
N 3.231 3.318 3.162 0.287
C 2.200 2.523 3.205 -0.524
O 1.846 1.877 2.167 -0.312
C 1.475 2.379 4.515 -0.436
I -0.494 1.655 4.200 1.244
H 3.779 3.416 2.316 0.165
H 3.524 3.856 3.968 0.168
H 1.403 3.327 5.045 0.089
H 1.992 1.651 5.140 0.094


17
Properties=species:S:1:pos:R:3:nbo_charge:R:1 method="wB97M-V/def2-TZVPD" orbital_gap_ha=0.3147 mol_weight_g_mol=131.200 lumo_ha=-0.0115 multiplicity=1 e_tot_ha=-724.0408
C -0.575 1.440 0.481 -0.619
C 0.065 0.060 0.156 -0.013
C 1.574 0.196 -0.061 -0.053
C -1.157 -1.647 0.117 -0.310
C -0.690 -0.679 -0.921 -0.043
H -1.659 1.432 0.476 0.212
H -0.205 1.751 1.458 0.211
H -0.215 2.202 -0.201 0.247
H 1.988 0.490 0.919 0.188
H 2.004 -0.775 -0.322 0.182
H 1.478 0.941 -1.893 0.481
H -0.550 -0.715 2.019 0.370
H -2.208 -1.587 0.362 0.222
H -0.874 -2.705 -0.146 0.225
N -0.197 -1.022 1.108 -0.624
O 1.837 1.229 -1.035 -0.734
S -0.615 -0.608 -2.518 0.057


18
Properties=species:S:1:pos:R:3:nbo_charge:R:1 method="wB97M-V/def2-TZVPD" orbital_gap_ha=0.3174 mol_weight_g_mol=118.136 lumo_ha=0.0313 multiplicity=1 e_tot_ha=-418.2556
C 0.335 0.064 2.372 -0.399
C -0.755 0.893 -1.786 -0.659
C 0.128 0.920 1.389 -0.397
C -0.308 -0.228 -0.911 0.351
N -1.227 -1.154 -0.459 -0.810
N 0.959 -0.483 -0.833 0.303
O 1.318 -1.616 -0.050 -0.585
O 1.916 0.183 -1.280 -0.580
H -0.476 -0.442 2.874 0.187
H 1.328 -0.178 2.715 0.195
H 2.287 -1.576 -0.017 0.499
H 0.012 1.663 -1.801 0.259
H -1.696 1.307 -1.433 0.216
H -0.896 0.535 -2.807 0.241
H -0.870 1.210 1.093 0.180
H 0.932 1.462 0.917 0.208
H -2.126 -0.765 -0.220 0.383
H -0.862 -1.796 0.237 0.409